The following is a quantum chemistry calculation of a structure of composition C6H10N2 at a distorted geometry, from OMol25.

The geometry in XYZ format:
```
18
Properties=species:S:1:pos:R:3:forces:R:3:lowdin_charge:R:1
C -2.057 0.034 0.095 -2.680 2.598 0.676 -0.096
C -0.171 0.781 0.349 0.791 5.193 -3.232 -0.379
C 1.362 0.519 0.223 1.222 0.604 0.555 -0.196
C 1.454 0.013 -1.211 -0.836 -2.014 -2.073 -0.163
C 0.596 -1.211 -0.744 -0.647 2.441 4.808 -0.057
C -0.715 -0.473 0.216 3.197 -4.197 -2.954 -0.300
H -2.784 -0.714 0.388 -0.803 0.691 0.733 0.089
H -2.491 0.802 -0.653 1.155 -2.457 -0.158 0.143
H -1.608 1.359 2.079 0.353 -0.518 -3.779 0.142
H -0.393 1.330 -0.615 0.955 -0.285 0.370 0.136
H 2.006 1.444 0.545 -0.543 -2.435 -0.258 0.161
H 2.440 -0.424 -1.503 -0.627 0.849 0.402 0.122
H 0.968 0.420 -2.077 0.011 1.344 -0.268 0.095
H 0.320 -2.170 -1.167 0.813 -0.044 -0.139 0.110
H 1.285 -1.230 1.503 0.122 -0.312 -1.659 0.101
H -0.293 -0.845 1.162 -2.334 -1.081 0.388 0.126
N -1.510 1.390 0.908 0.102 -1.472 5.123 -0.006
N 1.591 -1.024 0.503 -0.253 1.094 1.465 -0.029
```
Forces are in eV/Å.

Values from the calculation:
F_max: 0.120 Eh/bohr
charge: 0
HOMO energy: -8.8091 eV
relative energy (zero: lowest compared OMol25 entry of this formula, charge and spin): 199.4 kcal/mol
frontier orbital gap: 9.9 eV


The following is a quantum chemistry calculation of the molecule C6H10N2 at a distorted geometry, from OMol25.

The geometry in XYZ format:
```
18
Properties=species:S:1:pos:R:3:forces:R:3:lowdin_charge:R:1
C -0.596 1.551 0.698 -0.803 -2.850 -0.712 -0.181
C 1.164 0.185 0.839 5.859 -0.616 -1.084 -0.169
C 0.867 -1.114 -0.336 4.682 -2.133 -1.931 -0.166
C -0.198 -1.233 -1.499 1.570 1.267 -2.242 -0.133
C -0.711 0.179 -0.016 -3.255 2.747 -0.322 -0.325
C 0.157 -0.818 0.764 -5.645 1.209 6.978 -0.330
H -0.791 2.387 0.234 -2.500 3.866 -3.707 0.065
H -1.015 1.772 1.598 -1.126 -0.543 3.252 0.086
H 1.140 1.858 1.738 -0.786 0.142 -3.775 0.190
H 2.275 0.130 1.255 -2.591 -0.529 -0.717 0.166
H 1.674 -1.876 -0.060 -0.933 0.544 -1.616 0.148
H 0.239 -0.957 -2.541 -1.037 -0.033 1.747 0.141
H -0.252 -2.259 -1.498 -1.199 -2.610 -0.373 0.070
H -2.312 -0.983 -0.660 2.420 0.704 -1.973 0.145
H -0.090 0.494 -0.805 1.736 1.466 0.198 0.092
H -0.325 -1.498 1.714 1.156 1.677 -2.717 0.205
N 0.817 1.618 0.634 3.668 -1.563 5.883 -0.027
N -1.481 -0.414 -1.158 -1.218 -2.746 3.109 0.022
```
Forces are in eV/Å.

Values from the calculation:
F_max: 0.176 Eh/bohr
charge: 0
SMILES string: C1N[C@H]2CN[C@@H]3[C@H]1[C@@H]32
HOMO energy: -8.1647 eV
relative energy (zero: lowest compared OMol25 entry of this formula, charge and spin): 212.7 kcal/mol
frontier orbital gap: 9.2 eV


The following is a quantum chemistry calculation of a structure of composition C6H10N2 at a distorted geometry, from OMol25.

The geometry in XYZ format:
```
18
Properties=species:S:1:pos:R:3:forces:R:3:lowdin_charge:R:1
C 0.525 -1.136 1.134 -0.372 -2.060 -2.458 -0.059
C -0.876 -0.781 0.474 0.845 -2.762 -2.280 -0.243
C 0.524 0.398 1.089 2.089 1.657 2.851 -0.263
C 0.632 1.120 -0.380 -0.161 -0.237 -1.052 -0.107
C 0.914 0.015 -1.499 -3.931 1.527 4.185 -0.041
C -0.635 -0.254 -1.094 1.670 -5.497 -2.012 -0.320
H 1.231 -1.632 0.436 -0.288 -0.080 0.867 0.095
H 0.292 -1.712 2.091 0.995 1.345 -1.085 0.135
H -1.736 -1.416 0.405 -0.445 -0.684 0.516 0.119
H -1.370 1.006 1.356 -2.912 3.653 -0.329 0.056
H 1.009 0.855 2.004 0.430 0.209 -1.645 0.146
H 1.231 2.092 -0.512 -1.199 -1.299 0.816 0.141
H 1.007 0.479 -2.410 0.058 0.744 -2.225 0.072
H 1.593 -0.690 -1.267 2.444 -2.272 0.469 0.043
H -1.112 -0.882 -1.979 -0.032 1.109 2.177 0.157
H -1.552 1.229 -0.284 0.153 0.749 -0.663 0.091
N -0.843 0.240 1.438 0.011 -1.331 0.761 -0.017
N -0.836 1.071 -1.003 0.645 5.231 1.104 -0.004
```
Forces are in eV/Å.

Values from the calculation:
F_max: 0.118 Eh/bohr
charge: 0
HOMO energy: -8.5938 eV
relative energy (zero: lowest compared OMol25 entry of this formula, charge and spin): 126.4 kcal/mol
frontier orbital gap: 9.7 eV


The following is a quantum chemistry calculation of the molecule C6H10N2 at a distorted geometry, from OMol25.

The geometry in XYZ format:
```
18
Properties=species:S:1:pos:R:3:forces:R:3:lowdin_charge:R:1
C -2.000 0.542 0.355 -2.437 3.308 -0.121 -0.194
C -0.579 -0.684 0.146 3.900 0.618 -2.281 -0.410
C 0.878 -1.012 -0.278 1.447 -0.861 -1.819 -0.151
C 1.518 -0.405 0.972 -6.381 4.561 2.574 -0.038
C 1.188 0.984 0.098 -2.380 2.758 8.667 -0.337
C -0.444 0.843 0.059 -0.998 0.623 -1.667 -0.161
H -2.778 1.355 -0.096 1.649 -2.015 1.415 0.148
H -2.176 0.189 1.392 -0.361 1.022 -0.448 0.111
H -1.634 -0.506 -1.476 -1.661 -0.404 3.338 0.183
H -0.451 -0.846 1.177 -1.583 -0.943 1.258 0.086
H 1.308 -1.935 -0.833 -1.075 1.171 1.443 0.161
H 2.474 -0.452 1.111 5.540 -0.757 0.884 0.030
H 0.855 -0.130 1.985 2.089 -1.968 -2.162 0.176
H 1.333 2.127 0.360 1.053 -2.488 -1.019 0.170
H 1.100 0.738 -1.789 0.689 -2.158 0.839 0.152
H -0.510 1.413 -0.984 -0.485 -1.871 1.186 0.134
N -1.918 -0.732 -0.369 0.513 -0.118 -4.092 -0.012
N 1.506 0.224 -0.911 0.479 -0.479 -7.995 -0.049
```
Forces are in eV/Å.

Values from the calculation:
F_max: 0.183 Eh/bohr
charge: 0
HOMO energy: -8.4002 eV
relative energy (zero: lowest compared OMol25 entry of this formula, charge and spin): 208.3 kcal/mol
frontier orbital gap: 9.3 eV


The following is a quantum chemistry calculation of the molecule C6H10N2O, from OMol25.

The geometry in XYZ format:
```
19
Properties=species:S:1:pos:R:3:forces:R:3:lowdin_charge:R:1
C 0.308 1.467 1.297 0.013 -0.047 0.035 -0.046
C 0.230 -0.530 -0.227 0.525 0.165 0.301 -0.252
C 0.893 0.214 0.704 -0.583 0.399 -0.134 -0.213
C -1.073 -0.099 -0.803 -0.295 -0.055 -0.081 -0.382
N 0.685 -1.698 -0.774 0.031 -0.301 -0.034 0.137
N -1.078 1.129 -1.438 0.039 0.076 -0.117 0.102
C 2.174 -0.183 1.237 0.327 -0.423 -0.193 -0.259
C -2.156 -0.869 -0.678 0.074 0.000 0.067 0.047
O 2.813 0.432 2.066 -0.073 -0.055 -0.018 0.031
H 1.421 -2.200 -0.307 -0.100 -0.023 -0.087 0.086
H 0.006 -2.256 -1.265 0.066 0.037 0.017 0.097
H -1.886 1.319 -2.009 0.080 0.029 -0.015 0.099
H -0.202 1.428 -1.833 -0.038 0.008 -0.037 0.107
H 2.594 -1.126 0.825 0.121 0.055 0.106 0.111
H -0.326 1.998 0.596 -0.025 0.049 0.056 0.058
H 1.122 2.111 1.622 -0.038 0.072 0.034 0.075
H -0.286 1.216 2.177 -0.033 0.089 0.105 0.088
H -2.138 -1.773 -0.098 0.098 -0.178 0.127 0.059
H -3.105 -0.578 -1.092 -0.189 0.103 -0.132 0.055
```
Forces are in eV/Å.

Values from the calculation:
F_max: 0.014 Eh/bohr
charge: 0
SMILES string: C=C(N)/C(N)=C(\C)C=O
HOMO energy: -8.2944 eV
relative energy (zero: lowest compared OMol25 entry of this formula, charge and spin): 25.8 kcal/mol
frontier orbital gap: 8.9 eV


The following is a quantum chemistry calculation of a structure of composition C6H10N2O, from OMol25.

The geometry in XYZ format:
```
19
Properties=species:S:1:pos:R:3:forces:R:3:lowdin_charge:R:1
C -2.284 0.245 1.614 0.187 0.135 -0.208 0.061
N -0.010 -0.673 0.010 -0.025 0.032 0.081 0.051
C -2.182 0.787 0.328 -0.029 0.128 0.235 -0.536
C -0.544 0.620 -0.131 0.279 0.094 -0.498 -0.335
C 1.319 -1.003 -0.333 0.013 -0.073 -0.192 -0.477
N 2.278 -0.286 0.376 -0.020 -0.040 -0.016 0.107
C 0.029 1.622 -0.834 -0.247 -0.335 0.323 0.122
C 1.601 -1.990 -1.196 -0.043 0.211 0.164 0.033
O -2.879 1.511 -0.345 0.269 -0.149 0.050 0.045
H -0.673 -1.419 -0.135 0.038 0.038 -0.012 0.141
H 3.152 -0.123 -0.095 -0.064 -0.025 0.005 0.095
H 1.952 0.501 0.911 -0.031 -0.030 -0.047 0.085
H -3.214 0.339 2.161 0.014 -0.003 -0.033 0.070
H -1.570 -0.497 1.941 0.052 0.018 -0.073 0.057
H -0.902 1.100 1.066 -0.341 -0.008 0.129 0.225
H -0.450 2.591 -0.852 -0.031 -0.019 0.018 0.083
H 0.944 1.485 -1.392 0.010 -0.038 0.006 0.075
H 2.616 -2.334 -1.338 -0.007 0.036 0.030 0.049
H 0.816 -2.477 -1.754 -0.025 0.028 0.036 0.049
```
Forces are in eV/Å.

Values from the calculation:
F_max: 0.011 Eh/bohr
charge: 0
HOMO energy (spin up / spin down): -8.4171 / -8.4168 eV
relative energy (zero: lowest compared OMol25 entry of this formula, charge and spin): 114.5 kcal/mol
frontier orbital gap (spin up / spin down): 8.1 / 8.1 eV


The following is a quantum chemistry calculation of a structure of composition C6H10N2O at a distorted geometry, from OMol25.

The geometry in XYZ format:
```
19
Properties=species:S:1:pos:R:3:forces:R:3:lowdin_charge:R:1
C 0.296 2.028 -0.351 0.556 0.427 0.179 -0.075
C 0.530 -1.940 0.525 -0.314 -0.131 -0.061 -0.064
C -1.678 0.078 0.088 2.061 2.269 0.892 -0.419
C 0.150 0.607 -0.002 -7.337 -1.207 -0.386 -0.172
C 0.705 -0.523 0.169 7.122 0.849 0.029 -0.168
N -2.195 -0.520 -1.014 0.084 -0.152 -0.661 0.097
C 2.584 -0.073 0.033 -1.469 -2.555 0.518 -0.109
N -2.406 0.318 1.104 0.326 -0.277 -0.105 0.078
O 3.379 -0.968 0.183 -0.677 1.071 -0.169 0.000
H -3.207 -0.523 -1.090 0.285 -0.084 0.122 0.100
H -1.686 -0.455 -1.881 -0.049 0.022 0.119 0.091
H -1.887 0.716 1.886 -0.019 -0.004 -0.311 0.038
H 2.948 0.964 -0.193 -0.557 -0.302 0.065 0.101
H -0.565 2.607 -0.008 0.077 -0.216 -0.009 0.083
H 1.177 2.461 0.130 0.011 0.047 -0.195 0.074
H 0.373 2.157 -1.434 0.046 0.025 0.080 0.091
H -0.048 -2.043 1.447 -0.071 0.022 -0.143 0.092
H 0.024 -2.481 -0.279 -0.049 -0.002 0.125 0.086
H 1.506 -2.409 0.687 -0.026 0.197 -0.091 0.074
```
Forces are in eV/Å.

Values from the calculation:
F_max: 0.145 Eh/bohr
charge: 0
HOMO energy: -7.9715 eV
relative energy (zero: lowest compared OMol25 entry of this formula, charge and spin): 92.0 kcal/mol
frontier orbital gap: 8.7 eV


The following is a quantum chemistry calculation of a structure of composition C6H10N2O at a distorted geometry, from OMol25.

The geometry in XYZ format:
```
19
Properties=species:S:1:pos:R:3:forces:R:3:lowdin_charge:R:1
C 0.556 0.432 1.875 -0.609 0.761 0.529 -0.049
C -0.899 -0.996 0.334 -1.620 0.852 0.404 -0.288
C 1.073 0.197 -0.649 -3.270 -0.782 -0.216 -0.261
C -0.058 0.046 0.553 5.220 0.574 -2.169 -0.261
N 0.943 1.285 -1.456 0.494 -0.376 0.397 0.129
C -1.951 0.387 0.719 -1.575 -2.589 0.307 -0.177
C 1.544 -1.004 -1.220 0.189 -0.026 1.281 -0.056
O -1.000 -1.774 -0.677 1.221 0.357 -0.239 -0.032
N -3.077 0.357 0.144 0.171 0.487 -0.740 0.065
H 0.166 -1.685 -1.314 -0.992 0.927 0.569 0.192
H 0.306 2.028 -1.218 0.145 -0.093 0.050 0.110
H 1.168 1.160 -2.437 -0.019 0.247 0.303 0.112
H -3.146 -0.369 -0.571 0.091 0.141 -0.046 0.044
H -1.934 0.973 1.635 0.773 -0.045 -0.057 0.096
H 1.476 0.990 1.706 0.181 -0.385 -0.033 0.082
H -0.038 1.138 2.455 -0.393 -0.120 0.131 0.069
H 0.724 -0.444 2.499 0.212 0.120 -0.041 0.090
H 1.723 -1.821 -0.533 0.174 0.041 0.488 0.068
H 2.423 -0.899 -1.845 -0.394 -0.092 -0.919 0.068
```
Forces are in eV/Å.

Values from the calculation:
F_max: 0.110 Eh/bohr
charge: 0
HOMO energy (spin up / spin down): -7.5785 / -7.5788 eV
relative energy (zero: lowest compared OMol25 entry of this formula, charge and spin): 151.9 kcal/mol
frontier orbital gap (spin up / spin down): 8.0 / 8.0 eV


The following is a quantum chemistry calculation of a structure of composition C6H10N2O at a distorted geometry, from OMol25.

The geometry in XYZ format:
```
19
Properties=species:S:1:pos:R:3:forces:R:3:lowdin_charge:R:1
N -0.192 -0.611 -0.348 -6.886 -1.691 1.237 0.095
C 2.140 0.148 -0.190 -2.046 1.312 0.290 -0.285
C 0.260 0.587 -0.115 7.603 1.044 0.520 -0.326
C -1.894 -0.578 0.178 1.959 -0.605 -2.357 -0.328
N -2.151 -1.162 1.374 0.899 -0.455 0.512 0.074
C 2.879 -0.115 -1.268 -0.666 0.241 -0.036 0.001
C -0.011 1.841 0.198 -0.352 -0.063 -0.122 0.017
C -2.792 -0.223 -0.737 0.605 -0.067 -0.306 0.021
O 2.647 0.145 1.086 -0.193 0.050 -0.138 -0.015
H 3.567 -0.174 1.080 -0.385 0.150 -0.159 0.103
H 0.246 -1.351 0.195 -0.070 0.171 -0.104 0.114
H -2.973 -1.739 1.494 0.346 0.376 0.187 0.103
H -1.571 -0.867 2.148 -0.475 -0.387 0.062 0.100
H 3.963 -0.230 -1.212 -0.229 -0.209 0.111 0.053
H 2.415 -0.159 -2.247 0.081 0.115 0.116 0.050
H -1.020 2.170 0.402 -0.109 0.011 -0.086 0.050
H 0.801 2.556 0.254 -0.167 -0.138 -0.007 0.058
H -3.841 -0.488 -0.636 0.055 0.580 0.386 0.058
H -2.474 0.249 -1.657 0.032 -0.436 -0.108 0.059
```
Forces are in eV/Å.

Values from the calculation:
F_max: 0.150 Eh/bohr
charge: 0
HOMO energy: -8.1156 eV
relative energy (zero: lowest compared OMol25 entry of this formula, charge and spin): 123.7 kcal/mol
frontier orbital gap: 8.9 eV


The following is a quantum chemistry calculation of a cluster of 2 separate species, C6H10N2O2 in total at a distorted geometry, from OMol25.

The geometry in XYZ format:
```
20
Properties=species:S:1:pos:R:3:forces:R:3:lowdin_charge:R:1
C -1.484 -1.574 -0.795 -0.208 -0.041 0.085 -0.095
C -0.067 -1.189 -1.197 0.131 0.002 -0.142 -0.179
C 0.524 -0.093 -0.304 -0.293 0.115 0.110 -0.402
N 0.720 -0.492 1.104 -0.360 -0.152 0.307 0.031
C 2.167 -0.200 1.104 0.366 0.140 0.408 -0.080
C 2.076 0.051 -0.387 0.349 0.167 -0.625 -0.311
O 2.839 0.220 -1.288 -0.422 -0.094 0.499 0.158
C -0.164 1.205 -0.478 -0.303 1.318 -1.445 -0.107
N -0.617 2.215 -0.841 0.634 -1.695 0.851 0.186
H -2.185 -0.738 -0.932 0.178 -0.186 0.008 0.076
H -1.835 -2.415 -1.406 0.056 0.228 0.173 0.078
H -1.514 -1.882 0.260 0.013 0.056 -0.276 0.076
H 0.598 -2.060 -1.105 -0.137 0.217 -0.007 0.127
H -0.026 -0.856 -2.244 0.011 -0.034 0.265 0.130
H 0.143 0.002 1.783 0.359 -0.089 -0.198 0.122
H 2.468 0.710 1.650 -0.057 -0.214 -0.140 0.134
H 2.816 -1.035 1.407 -0.219 0.224 -0.065 0.125
O -2.128 2.921 1.549 0.098 0.758 -1.176 -0.109
H -2.000 3.229 0.603 -0.177 -0.901 1.688 0.030
H -2.331 1.981 1.517 -0.019 0.181 -0.320 0.009
```
Forces are in eV/Å.

Values from the calculation:
F_max: 0.039 Eh/bohr
charge: 0
SMILES string: CC[C@@]1(C#N)NCC1=O.O
HOMO energy: -10.2193 eV
relative energy (zero: lowest compared OMol25 entry of this formula, charge and spin): 47.8 kcal/mol
frontier orbital gap: 10.5 eV